{
  "formula": "C37H32F3O3P2STl",
  "method": "ωB97M-V/def2-TZVPD",
  "symbols": ["C", "C", "C", "C", "C", "C", "P", "C", "C", "C", "C", "C", "C", "Tl", "P", "C", "C", "C", "C", "C", "C", "C", "C", "C", "C", "C", "C", "C", "C", "C", "C", "C", "C", "C", "C", "C", "C", "C", "C", "H", "H", "H", "H", "H", "H", "H", "H", "H", "H", "H", "H", "H", "H", "H", "H", "H", "H", "H", "H", "H", "H", "H", "H", "H", "H", "H", "H", "H", "H", "H", "H", "F", "C", "F", "F", "S", "O", "O", "O"],
  "coordinates": [[0.719, -1.299, -4.023], [-0.286, -1.767, -3.155], [-1.608, -1.879, -3.625], [-1.910, -1.565, -4.947], [-0.905, -1.112, -5.806], [0.411, -1.010, -5.346], [0.119, -2.065, -1.404], [-1.235, -3.140, -0.857], [-2.207, -2.630, 0.025], [-3.272, -3.428, 0.429], [-3.425, -4.716, -0.102], [-2.462, -5.227, -0.989], [-1.356, -4.447, -1.349], [1.441, 0.080, 0.351], [0.149, 2.024, -1.484], [-1.210, 1.972, -2.669], [-1.057, 2.303, -4.026], [-2.159, 2.264, -4.883], [-3.403, 1.834, -4.407], [-3.554, 1.472, -3.063], [-2.466, 1.527, -2.198], [-0.174, 3.518, -0.469], [0.711, 3.772, 0.598], [0.428, 4.795, 1.500], [-0.807, 5.448, 1.452], [-1.671, 5.225, 0.376], [-1.321, 4.319, -0.628], [1.662, 2.370, -2.442], [2.701, 1.410, -2.488], [3.890, 1.685, -3.159], [4.036, 2.891, -3.853], [2.991, 3.826, -3.856], [1.816, 3.583, -3.131], [1.589, -3.181, -1.487], [2.126, -3.711, -2.673], [3.433, -4.206, -2.679], [4.134, -4.336, -1.479], [3.492, -4.057, -0.259], [2.254, -3.409, -0.256], [1.605, 3.151, 0.718], [1.186, 5.078, 2.236], [-1.074, 6.160, 2.236], [-2.609, 5.776, 0.297], [-1.939, 4.213, -1.516], [-0.087, 2.602, -4.420], [-2.044, 2.572, -5.928], [-4.259, 1.789, -5.087], [-4.528, 1.155, -2.684], [-2.563, 1.227, -1.152], [2.581, 0.435, -1.996], [4.693, 0.944, -3.142], [4.966, 3.096, -4.388], [3.087, 4.752, -4.428], [1.016, 4.328, -3.121], [1.546, -3.712, -3.592], [3.887, -4.501, -3.627], [5.168, -4.683, -1.481], [3.953, -4.327, 0.698], [1.793, -3.042, 0.678], [-2.122, -1.606, 0.384], [-3.981, -3.034, 1.156], [-4.289, -5.324, 0.178], [-2.574, -6.235, -1.402], [-0.599, -4.847, -2.023], [-2.402, -2.200, -2.949], [-2.938, -1.677, -5.300], [-1.138, -0.839, -6.837], [1.219, -0.706, -6.008], [1.745, -1.163, -3.677], [0.587, 0.937, -7.645], [1.201, 0.775, -7.245], [-0.210, -0.059, 5.052], [-0.496, 0.652, 3.928], [-1.478, 1.535, 4.225], [0.631, 1.368, 3.593], [-0.987, -0.485, 2.531], [0.228, -1.306, 2.305], [-2.136, -1.174, 3.071], [-1.243, 0.423, 1.396]],
  "homo_energy_ev": [-14.44, -14.37],
  "gap_ev": [4.861, 4.589],
  "total_charge": 2,
  "fmax_ev_per_a": 3.691
}



{
  "formula": "C37H33Br2F9O5SSi2",
  "method": "ωB97M-V/def2-TZVPD",
  "symbols": ["C", "C", "Br", "C", "Si", "Br", "C", "C", "C", "C", "C", "F", "F", "C", "F", "F", "S", "F", "F", "F", "F", "F", "O", "Si", "H", "H", "H", "H", "H", "H", "H", "H", "H", "H", "H", "H", "H", "H", "H", "H", "H", "C", "C", "C", "C", "C", "C", "C", "O", "C", "C", "C", "C", "C", "C", "C", "O", "H", "H", "H", "H", "H", "H", "H", "H", "C", "C", "C", "C", "C", "C", "C", "O", "C", "C", "C", "C", "C", "C", "C", "O", "H", "H", "H", "H", "H", "H", "H", "H"],
  "coordinates": [[3.490, 1.888, -3.334], [1.997, 1.827, -3.629], [1.234, 0.114, -3.003], [1.651, 2.023, -5.102], [1.555, 3.818, -5.589], [1.699, 3.897, -7.828], [-0.064, 4.605, -5.112], [-0.626, 4.109, -3.770], [-2.103, 4.473, -3.547], [-2.879, 3.428, -2.729], [-3.782, 2.513, -3.524], [-4.662, 3.233, -4.257], [-4.492, 1.751, -2.661], [-3.017, 1.569, -4.508], [-2.511, 2.313, -5.500], [-1.994, 1.011, -3.842], [-3.973, 0.121, -5.308], [-3.958, -0.633, -3.909], [-5.378, 0.760, -4.956], [-4.011, 0.842, -6.712], [-2.590, -0.549, -5.696], [-4.715, -1.112, -5.939], [2.821, 4.629, -4.935], [3.535, 6.035, -5.452], [3.756, 1.251, -2.492], [4.073, 1.572, -4.201], [3.775, 2.912, -3.088], [1.471, 2.552, -3.010], [2.357, 1.472, -5.728], [0.657, 1.620, -5.326], [0.099, 5.689, -5.077], [-0.785, 4.420, -5.914], [-0.529, 3.022, -3.695], [-0.027, 4.525, -2.953], [-2.181, 5.429, -3.025], [-2.583, 4.627, -4.515], [-2.206, 2.792, -2.150], [-3.554, 3.909, -2.017], [2.488, 6.968, -5.920], [4.500, 5.761, -6.531], [4.240, 6.610, -4.293], [1.838, 4.909, 4.194], [2.095, 4.005, 5.219], [1.785, 2.665, 5.058], [1.212, 2.223, 3.871], [0.950, 3.132, 2.845], [1.267, 4.474, 3.011], [0.324, 2.692, 1.563], [0.114, 3.480, 0.665], [-0.032, 1.252, 1.432], [-0.645, 0.815, 0.266], [-0.969, -0.522, 0.109], [-0.679, -1.435, 1.116], [-0.074, -1.002, 2.284], [0.251, 0.338, 2.450], [0.898, 0.771, 3.720], [1.162, -0.021, 4.601], [2.084, 5.955, 4.322], [2.539, 4.348, 6.144], [1.982, 1.946, 5.841], [1.058, 5.162, 2.203], [-0.850, 1.535, -0.515], [-1.438, -0.853, -0.809], [-0.917, -2.484, 0.994], [0.156, -1.700, 3.075], [1.370, -3.475, 6.437], [1.594, -4.377, 7.472], [1.280, -5.716, 7.309], [0.733, -6.161, 6.112], [0.500, -5.255, 5.076], [0.825, -3.915, 5.244], [-0.105, -5.692, 3.785], [-0.307, -4.906, 2.883], [-0.460, -7.134, 3.644], [-1.049, -7.568, 2.463], [-1.383, -8.903, 2.307], [-1.128, -9.810, 3.329], [-0.543, -9.383, 4.509], [-0.208, -8.044, 4.672], [0.413, -7.609, 5.958], [0.647, -8.404, 6.842], [1.618, -2.428, 6.556], [2.018, -4.033, 8.406], [1.453, -6.433, 8.100], [0.645, -3.226, 4.433], [-1.235, -6.848, 1.678], [-1.842, -9.239, 1.386], [-1.388, -10.853, 3.204], [-0.337, -10.073, 5.316]],
  "homo_energy_ev": -9.72,
  "gap_ev": 8.661,
  "total_charge": 0,
  "fmax_ev_per_a": 0.337
}



{
  "formula": "C37H33BrN5O7SiTc",
  "method": "ωB97M-V/def2-TZVPD",
  "symbols": ["Tc", "N", "C", "C", "C", "C", "C", "C", "C", "C", "N", "C", "H", "H", "H", "H", "H", "H", "H", "H", "C", "Si", "C", "C", "N", "C", "C", "C", "C", "C", "C", "O", "C", "C", "C", "C", "C", "C", "H", "H", "H", "H", "H", "H", "H", "H", "H", "H", "H", "H", "H", "H", "H", "H", "H", "H", "O", "C", "C", "C", "C", "C", "C", "C", "O", "N", "O", "O", "H", "H", "H", "H", "Br", "C", "C", "N", "C", "C", "C", "C", "O", "O", "H", "H", "H"],
  "coordinates": [[-0.159, -0.072, 0.161], [-0.322, -0.351, 2.253], [-1.680, -0.379, 2.677], [-2.087, -0.548, 3.981], [-3.450, -0.554, 4.298], [-4.401, -0.396, 3.323], [-4.022, -0.216, 1.978], [-4.938, 0.005, 0.930], [-4.451, 0.239, -0.332], [-3.072, 0.240, -0.556], [-2.177, -0.004, 0.392], [-2.641, -0.216, 1.658], [0.081, -1.353, 2.344], [0.236, 0.238, 2.874], [-1.354, -0.670, 4.762], [-3.745, -0.681, 5.326], [-5.449, -0.392, 3.574], [-5.998, 0.012, 1.135], [-5.116, 0.435, -1.157], [-2.699, 0.459, -1.548], [-2.113, 3.615, 0.800], [-0.285, 3.033, 1.317], [0.819, 4.579, 1.088], [-0.863, 2.829, 3.161], [-0.251, 1.932, -0.138], [-0.283, 2.354, -1.408], [-0.330, 3.692, -1.857], [-0.467, 3.995, -3.193], [-0.564, 2.996, -4.155], [-0.460, 1.671, -3.772], [-0.286, 1.363, -2.436], [-0.171, 0.077, -1.970], [-0.052, -0.971, -2.885], [1.101, -1.121, -3.647], [1.191, -2.185, -4.528], [0.143, -3.085, -4.648], [-0.997, -2.934, -3.876], [-1.099, -1.874, -2.990], [-2.436, 4.412, 1.456], [-2.813, 2.793, 0.904], [-2.167, 3.965, -0.222], [1.255, 4.873, 2.034], [0.252, 5.430, 0.730], [1.638, 4.404, 0.398], [-0.987, 3.824, 3.571], [-0.147, 2.308, 3.785], [-1.822, 2.333, 3.248], [-0.261, 4.486, -1.140], [-0.515, 5.028, -3.499], [-0.708, 3.241, -5.194], [-0.524, 0.879, -4.502], [1.912, -0.415, -3.545], [2.080, -2.310, -5.127], [0.212, -3.910, -5.339], [-1.812, -3.636, -3.968], [-1.974, -1.749, -2.368], [1.842, -0.167, 0.025], [2.992, 0.167, 0.334], [3.412, 1.151, 1.287], [4.783, 1.307, 1.534], [5.227, 2.219, 2.463], [4.320, 3.017, 3.175], [2.978, 2.893, 2.943], [2.474, 1.979, 1.990], [1.212, 1.846, 1.761], [6.641, 2.340, 2.722], [7.389, 1.678, 2.037], [6.980, 3.089, 3.609], [3.814, -0.354, -0.179], [5.511, 0.706, 1.009], [4.701, 3.722, 3.899], [2.272, 3.497, 3.491], [-0.844, -6.686, -2.989], [-0.298, -6.180, -1.246], [0.091, -7.135, -0.312], [0.455, -6.801, 0.909], [0.464, -5.536, 1.271], [0.100, -4.509, 0.401], [-0.295, -4.843, -0.889], [0.127, -3.078, 0.846], [0.459, -2.816, 2.012], [-0.210, -2.222, -0.020], [0.109, -8.189, -0.552], [0.776, -5.315, 2.282], [-0.585, -4.074, -1.590]],
  "spin_multiplicity": 4,
  "homo_energy_ev": [-10.81, -11.09],
  "gap_ev": [7.204, 6.312],
  "total_charge": 1,
  "fmax_ev_per_a": 2.177
}



Question: What is the formula in the second record?
Answer: C37H33Br2F9O5SSi2